[1]
Entry from the OMol25 dataset: 2 unconnected molecules or ions with the total composition C2HN4S (ωB97M-V/def2-TZVPD).

Output
- HOMO level (alpha / beta): -3.46 / -3.47 eV
- HOMO-LUMO gap (alpha / beta): 5.694 / 5.705 eV
- Charge: -1

Each line ends with the Mulliken charge.
CARTESIAN COORDINATES (ANGSTROEM)
C (-1.245, 0.936, 0.477)  0.579
C (-1.053, -0.330, 0.030)  -0.404
N (1.322, -0.270, -1.045)  -0.644
N (-1.392, 2.046, 0.729)  -0.419
N (2.119, -0.229, -0.214)  0.512
N (2.909, -0.240, 0.622)  -0.628
S (-1.772, -0.774, -1.366)  -0.261
H (-0.887, -1.139, 0.767)  0.265

=====

[2]
Entry from the OMol25 dataset: a single C2HN5O3 molecule (ωB97M-V/def2-TZVPD).

Output
- HOMO level: -11.29 eV
- HOMO-LUMO gap: 9.848 eV
- Structure (SMILES): N#CN(C#N)N(O)[N+](=O)[O-]

Each line ends with the Mulliken charge.
CARTESIAN COORDINATES (ANGSTROEM)
N (-3.065, 0.573, -0.695)  -0.378
C (-1.955, 0.611, -0.412)  0.442
N (-0.631, 0.700, -0.249)  -0.038
C (0.067, 1.781, -0.127)  0.474
N (0.806, 2.623, 0.121)  -0.385
N (-0.014, -0.687, -0.270)  -0.043
O (0.912, -0.855, -1.208)  -0.434
N (0.548, -1.066, 0.973)  1.162
O (0.009, -0.672, 1.988)  -0.553
O (1.560, -1.721, 0.852)  -0.656
H (1.762, -1.287, -0.974)  0.409

=====

[3]
Entry from the OMol25 dataset: a single C2HNO molecule (ωB97M-V/def2-TZVPD).

Output
- HOMO level: -11.74 eV
- HOMO-LUMO gap: 10.877 eV
- Structure (SMILES): N#CC=O

Each line ends with the Mulliken charge.
CARTESIAN COORDINATES (ANGSTROEM)
N (-1.612, -0.724, 1.001)  -0.264
C (-0.700, -0.312, 0.421)  0.236
C (0.484, 0.213, -0.289)  0.105
O (0.462, 0.471, -1.462)  -0.369
H (1.375, 0.344, 0.346)  0.292

=====

[4]
Entry from the OMol25 dataset: a single C2HNO molecule (ωB97M-V/def2-TZVPD).

Output
- HOMO level: -11.58 eV
- HOMO-LUMO gap: 10.638 eV
- Structure (SMILES): N#CC=O

Each line ends with the Mulliken charge.
CARTESIAN COORDINATES (ANGSTROEM)
N (0.924, 1.421, -1.044)  -0.297
C (0.235, 0.687, -0.443)  0.357
C (-0.320, -0.374, 0.286)  0.008
O (-0.007, -0.515, 1.434)  -0.353
H (-0.832, -1.218, -0.233)  0.285

=====

[5]
Entry from the OMol25 dataset: a single C2HNO molecule (ωB97M-V/def2-TZVPD).

Output
- HOMO level: -11.69 eV
- HOMO-LUMO gap: 10.587 eV
- Structure (SMILES): N#CC=O

Each line ends with the Mulliken charge.
CARTESIAN COORDINATES (ANGSTROEM)
N (-2.077, 0.401, -0.049)  -0.291
C (-1.009, 0.027, 0.123)  0.174
C (0.604, -0.207, -0.020)  0.251
O (1.537, -1.030, 0.019)  -0.391
H (0.944, 0.809, -0.074)  0.257

=====

[6]
Entry from the OMol25 dataset: 2 unconnected molecules or ions with the total composition C2HNO (ωB97M-V/def2-TZVPD).

Output
- HOMO level: -12.74 eV
- HOMO-LUMO gap: 13.650 eV

Each line ends with the Mulliken charge.
CARTESIAN COORDINATES (ANGSTROEM)
C (-0.500, -1.557, 0.011)  0.135
C (0.710, 1.854, 0.038)  0.022
N (-1.115, -2.515, -0.009)  -0.297
O (0.830, 2.947, -0.006)  -0.053
H (0.076, -0.730, -0.033)  0.193

=====

[7]
Entry from the OMol25 dataset: a single C2HNO4 molecule (ωB97M-V/def2-TZVPD).

Output
- HOMO level: -11.09 eV
- HOMO-LUMO gap: 10.281 eV
- Structure (SMILES): O=c1o[nH]oc1=O

Each line ends with the Mulliken charge.
CARTESIAN COORDINATES (ANGSTROEM)
O (-1.047, 1.749, 0.331)  -0.482
C (-0.371, 0.780, 0.024)  0.568
O (-0.236, 0.442, -1.287)  -0.226
N (0.800, -0.595, -1.414)  -0.061
O (0.620, -1.242, -0.154)  -0.206
C (0.100, -0.449, 0.774)  0.564
O (-0.047, -0.669, 1.923)  -0.442
H (1.710, -0.064, -1.396)  0.283

=====

[8]
Entry from the OMol25 dataset: 2 unconnected molecules or ions with the total composition C2HNOS (ωB97M-V/def2-TZVPD).

Output
- HOMO level: -10.37 eV
- HOMO-LUMO gap: 11.183 eV
- Structure (SMILES): O=C=S.C#N

Each line ends with the Mulliken charge.
CARTESIAN COORDINATES (ANGSTROEM)
O (-1.835, -1.048, 0.964)  -0.351
C (-2.548, -0.257, 0.501)  0.678
S (-3.556, 0.593, -0.279)  -0.314
C (0.513, 0.914, 0.302)  0.071
N (-0.523, 1.300, 0.599)  -0.353
H (1.123, 0.348, -0.384)  0.268

=====

[9]
Entry from the OMol25 dataset: a molecular structure, C2HNOS (ωB97M-V/def2-TZVPD).

Output
- HOMO level: -10.96 eV
- HOMO-LUMO gap: 9.358 eV

Each line ends with the Mulliken charge.
CARTESIAN COORDINATES (ANGSTROEM)
C (-1.669, -0.364, 0.054)  0.107
C (0.172, 0.380, 0.082)  -0.136
N (-2.550, -1.080, 0.004)  -0.305
O (2.552, 0.323, 0.009)  -0.465
S (1.420, -0.621, 0.022)  0.421
H (0.074, 1.363, -0.171)  0.378

=====

[10]
Entry from the OMol25 dataset: a single C2HNOS molecule (ωB97M-V/def2-TZVPD).

Output
- HOMO level: -10.34 eV
- HOMO-LUMO gap: 9.250 eV
- Structure (SMILES): N#COC=S

Each line ends with the Mulliken charge.
CARTESIAN COORDINATES (ANGSTROEM)
N (-1.263, 2.620, -0.684)  -0.421
C (-1.279, 1.461, -0.798)  0.528
O (-1.227, 0.242, -1.000)  -0.261
C (-0.601, -0.776, -0.215)  0.063
S (-0.312, -2.114, -0.966)  -0.194
H (-0.508, -0.664, 0.941)  0.286

=====

[11]
Entry from the OMol25 dataset: a single C2HNOS molecule (ωB97M-V/def2-TZVPD).

Output
- HOMO level: -10.54 eV
- HOMO-LUMO gap: 9.319 eV
- Structure (SMILES): N#COC=S

Each line ends with the Mulliken charge.
CARTESIAN COORDINATES (ANGSTROEM)
N (-2.168, 0.576, 0.764)  -0.359
C (-1.344, 0.243, 0.059)  0.511
O (-0.409, -0.218, -0.697)  -0.282
C (0.937, -0.166, -0.084)  -0.020
S (2.275, -0.246, -0.941)  -0.186
H (0.708, -0.188, 0.899)  0.337

=====

[12]
Entry from the OMol25 dataset: a single C2HNS2 molecule (ωB97M-V/def2-TZVPD).

Output
- HOMO level: -9.71 eV
- HOMO-LUMO gap: 7.604 eV
- Structure (SMILES): N#CC(=S)S

Each line ends with the Mulliken charge.
CARTESIAN COORDINATES (ANGSTROEM)
N (0.003, 1.247, -2.130)  -0.312
C (0.049, 0.728, -1.070)  0.333
C (-0.033, 0.275, 0.188)  0.099
S (0.264, 1.042, 1.601)  -0.132
S (-0.491, -1.484, 0.217)  -0.132
H (0.208, -1.809, 1.193)  0.144

=====

[13]
Entry from the OMol25 dataset: a single C2HO2P molecule (ωB97M-V/def2-TZVPD).

Output
- HOMO level: -9.12 eV
- HOMO-LUMO gap: 8.924 eV
- Structure (SMILES): O=C=[PH]=C=O

Each line ends with the Mulliken charge.
CARTESIAN COORDINATES (ANGSTROEM)
O (-1.089, 0.401, -1.778)  -0.299
C (-0.365, 0.116, -0.918)  0.569
P (0.967, -0.333, -0.006)  -0.219
C (-0.617, 0.682, 1.260)  0.106
O (-0.436, 0.488, 2.387)  -0.195
H (1.541, -1.354, -0.944)  0.038

=====

[14]
Entry from the OMol25 dataset: a gas-phase ion, C2HO2S2 (charge -1) (ωB97M-V/def2-TZVPD).

Output
- HOMO level: -4.52 eV
- HOMO-LUMO gap: 7.774 eV
- Charge: -1
- Structure (SMILES): O=C([O-])C(=S)S

Each line ends with the Mulliken charge.
CARTESIAN COORDINATES (ANGSTROEM)
O (2.961, -1.770, -0.876)  -0.649
C (2.369, -1.051, -0.098)  0.476
O (1.875, -1.195, 1.023)  -0.603
C (2.180, 0.467, -0.433)  0.297
S (3.185, 1.682, -0.214)  -0.301
S (0.255, 1.031, -0.361)  -0.334
H (-0.837, 0.187, 0.015)  0.114

=====

[15]
Entry from the OMol25 dataset: 2 unconnected molecules or ions with the total composition C2HO3S2 (ωB97M-V/def2-TZVPD).

Output
- Multiplicity: 3
- HOMO level (alpha / beta): -1.77 / -4.12 eV
- Expectation value of S²: 2.03
- HOMO-LUMO gap (alpha / beta): 4.964 / 5.015 eV
- Charge: -1

Each line ends with the Mulliken charge.
CARTESIAN COORDINATES (ANGSTROEM)
C (0.131, 1.322, 0.093)  0.709
C (-0.351, -0.179, -0.027)  0.215
O (1.008, 1.530, 0.893)  -0.598
O (-0.601, 1.967, -0.707)  -0.543
O (1.099, -1.410, -0.578)  -0.622
S (-1.430, -0.961, 1.184)  -0.168
S (-1.710, -0.828, -0.892)  -0.237
H (1.854, -1.441, 0.035)  0.244

=====

Table of E_tot (eV), in record order: -18883.73845 -15674.39330 -5626.32307 -5626.06869 -5625.22440 -5626.50050 -11766.61938 -16462.07346 -16458.28480 -16460.38355 -16460.56010 -25248.80151 -15471.19543 -27856.02111 -29899.01559
Table of maximum force (eV Å⁻¹), in record order: 4.14 4.39 1.08 5.23 5.18 2.92 3.63 2.40 6.97 4.65 4.01 7.42 4.35 2.52 2.22